(one)
{"formula": "C3H8N2S3", "method": "ωB97M-V/def2-TZVPD", "e_lumo_ev": 0.32, "elements": ["C", "C", "C", "N", "N", "S", "S", "S", "H", "H", "H", "H", "H", "H", "H", "H"], "xyz": [[1.414, 0.342, -0.268], [0.960, -0.963, 0.378], [0.966, 0.392, -1.761], [-0.416, -0.932, 0.999], [-2.492, -0.293, 1.900], [-1.041, 0.402, 1.416], [-1.274, 1.846, -0.487], [-0.866, 0.535, -1.987], [0.953, 1.363, 0.151], [2.491, 0.409, -0.442], [1.025, -1.949, -0.230], [1.543, -1.202, 1.206], [1.624, 1.178, -2.180], [1.143, -0.436, -2.304], [-3.170, 0.365, 2.245], [-2.859, -1.057, 1.363]], "nbo_charge": [-0.464, -0.249, -0.503, -0.847, -1.000, 1.170, -0.296, 0.109, 0.238, 0.225, 0.211, 0.199, 0.210, 0.204, 0.388, 0.407]}



(two)
{"formula": "C3H8N2S3", "method": "ωB97M-V/def2-TZVPD", "e_lumo_ev": -0.46, "elements": ["C", "C", "C", "N", "N", "S", "S", "S", "H", "H", "H", "H", "H", "H", "H", "H"], "xyz": [[-2.017, -0.143, 0.846], [0.373, -0.761, -0.576], [2.479, 0.644, 0.288], [-1.528, -1.447, 0.702], [-0.758, -1.497, -0.464], [-1.119, 1.308, 0.290], [-3.633, -0.090, -0.036], [1.481, -0.751, 0.797], [-2.092, 0.044, 1.986], [0.819, -0.535, -1.499], [3.370, 0.579, 0.869], [1.951, 1.609, 0.318], [2.530, 0.311, -0.810], [-0.896, -1.715, 1.516], [-1.380, -1.399, -1.288], [-3.875, 1.143, 0.078]], "nbo_charge": [-0.355, -0.015, -0.729, -0.462, -0.406, -0.337, -0.057, 0.288, 0.241, 0.214, 0.238, 0.253, 0.215, 0.384, 0.408, 0.120]}



Need the numbers? Relative energies in hartree: (one) 0.0000; (two) 0.0334.



(one)
{"formula": "C27H76O11", "method": "ωB97M-V/def2-TZVPD", "e_lumo_ev": 0.65, "smiles": "CC(C)O.CC(C)O.CC(C)O.CC(C)O.CC(C)O.CC(C)O.CC(C)O.CC(C)O.CC(C)O.O.O", "elements": ["C", "C", "C", "O", "H", "H", "H", "H", "H", "H", "H", "H", "C", "C", "C", "O", "H", "H", "H", "H", "H", "H", "H", "H", "C", "C", "C", "O", "H", "H", "H", "H", "H", "H", "H", "H", "C", "C", "C", "O", "H", "H", "H", "H", "H", "H", "H", "H", "C", "C", "C", "O", "H", "H", "H", "H", "H", "H", "H", "H", "C", "C", "C", "O", "H", "H", "H", "H", "H", "H", "H", "H", "C", "C", "C", "O", "H", "H", "H", "H", "H", "H", "H", "H", "C", "C", "C", "O", "H", "H", "H", "H", "H", "H", "H", "H", "C", "C", "C", "O", "H", "H", "H", "H", "H", "H", "H", "H", "O", "H", "H", "O", "H", "H"], "xyz": [[9.999, 6.971, 12.001], [11.385, 7.411, 11.494], [11.183, 8.274, 10.281], [12.164, 7.960, 12.489], [10.059, 6.220, 12.771], [9.474, 6.647, 11.141], [9.532, 7.883, 12.410], [11.988, 6.542, 11.206], [10.399, 7.937, 9.684], [12.084, 8.374, 9.689], [10.971, 9.247, 10.677], [11.722, 8.688, 13.047], [8.782, 11.294, 10.371], [8.945, 12.252, 11.582], [8.984, 13.668, 10.959], [7.854, 12.161, 12.519], [9.537, 11.510, 9.616], [7.774, 11.449, 9.989], [9.015, 10.349, 10.783], [9.843, 12.076, 12.156], [8.736, 14.425, 11.703], [8.247, 13.696, 10.150], [9.941, 13.986, 10.573], [7.039, 12.095, 12.035], [18.941, 15.966, 12.590], [18.283, 16.422, 13.877], [19.075, 17.573, 14.536], [16.989, 16.919, 13.671], [18.446, 15.153, 12.138], [20.020, 15.850, 12.790], [18.909, 16.778, 11.862], [18.088, 15.647, 14.601], [18.857, 18.437, 13.929], [20.153, 17.439, 14.603], [18.704, 17.690, 15.613], [17.024, 17.612, 13.041], [10.360, 18.884, 8.376], [10.257, 17.475, 8.937], [9.448, 16.625, 8.007], [11.535, 16.933, 9.192], [9.408, 19.413, 8.339], [10.892, 18.798, 7.442], [11.008, 19.395, 9.148], [9.868, 17.529, 9.994], [9.940, 16.668, 7.051], [8.420, 17.030, 7.858], [9.399, 15.556, 8.273], [11.837, 16.434, 8.441], [11.702, 14.152, 6.325], [12.787, 13.766, 7.358], [14.142, 13.492, 6.636], [12.976, 14.823, 8.351], [12.072, 14.777, 5.560], [10.836, 14.583, 6.800], [11.322, 13.270, 5.803], [12.459, 12.841, 7.857], [14.047, 12.803, 5.778], [14.861, 13.027, 7.347], [14.578, 14.448, 6.358], [12.815, 14.425, 9.207], [9.730, 10.628, 14.742], [11.226, 11.037, 14.852], [11.700, 11.462, 16.204], [11.962, 9.912, 14.427], [9.157, 11.534, 14.984], [9.509, 9.813, 15.475], [9.550, 10.217, 13.775], [11.453, 11.887, 14.134], [11.434, 10.570, 16.840], [11.267, 12.470, 16.425], [12.836, 11.535, 16.268], [12.947, 9.882, 14.711], [13.289, 11.537, 11.572], [13.392, 12.832, 12.449], [14.719, 13.482, 12.079], [12.302, 13.739, 12.288], [13.489, 11.712, 10.534], [12.297, 11.089, 11.715], [14.006, 10.835, 11.938], [13.405, 12.644, 13.513], [15.373, 12.620, 11.784], [15.117, 14.149, 12.902], [14.562, 14.132, 11.185], [12.491, 14.649, 12.008], [14.931, 16.355, 16.460], [14.116, 15.912, 15.173], [12.593, 15.922, 15.483], [14.314, 16.889, 14.143], [16.037, 16.211, 16.225], [14.676, 15.697, 17.337], [14.633, 17.398, 16.718], [14.378, 14.929, 14.901], [12.297, 15.179, 16.247], [11.948, 15.709, 14.609], [12.224, 16.828, 15.894], [15.242, 17.029, 14.093], [13.353, 7.775, 16.827], [14.676, 7.734, 16.036], [14.878, 6.325, 15.457], [14.627, 8.731, 14.993], [13.270, 6.973, 17.629], [12.544, 7.464, 16.118], [13.158, 8.792, 17.223], [15.460, 8.004, 16.688], [13.894, 5.989, 14.901], [15.113, 5.765, 16.378], [15.677, 6.259, 14.791], [14.550, 8.222, 14.147], [13.088, 16.209, 11.466], [12.604, 16.805, 10.876], [13.295, 16.656, 12.333], [9.873, 13.883, 14.507], [9.105, 13.598, 13.964], [10.620, 13.857, 13.816]], "lowdin_charge": [-0.034, -0.535, -0.051, -0.078, 0.074, 0.058, 0.082, 0.137, 0.057, 0.083, 0.049, 0.089, -0.036, -0.450, -0.059, -0.051, 0.084, 0.085, 0.040, 0.105, 0.076, 0.074, 0.063, 0.078, -0.036, -0.484, -0.046, -0.066, 0.063, 0.091, 0.085, 0.133, 0.072, 0.071, 0.105, 0.086, -0.057, -0.517, -0.064, -0.070, 0.080, 0.076, 0.099, 0.155, 0.068, 0.101, 0.073, 0.049, -0.046, -0.418, -0.056, -0.066, 0.064, 0.042, 0.084, 0.130, 0.082, 0.079, 0.074, 0.073, -0.026, -0.519, -0.057, -0.125, 0.072, 0.096, 0.046, 0.105, 0.091, 0.086, 0.098, 0.108, -0.031, -0.461, -0.054, -0.086, 0.066, 0.061, 0.068, 0.114, 0.088, 0.082, 0.079, 0.026, -0.041, -0.435, -0.047, -0.065, 0.075, 0.084, 0.088, 0.096, 0.082, 0.066, 0.062, 0.014, -0.065, -0.474, -0.056, -0.084, 0.096, 0.085, 0.071, 0.114, 0.129, 0.086, 0.046, 0.102, -0.067, 0.030, 0.061, -0.095, 0.021, 0.045]}



(two)
{"formula": "C27H76O11", "method": "ωB97M-V/def2-TZVPD", "e_lumo_ev": 0.35, "smiles": "CC(C)O.CC(C)O.CC(C)O.CC(C)O.CC(C)O.CC(C)O.CC(C)O.CC(C)O.CO.CO.CO", "elements": ["C", "C", "C", "O", "H", "H", "H", "H", "H", "H", "H", "H", "C", "C", "C", "O", "H", "H", "H", "H", "H", "H", "H", "H", "C", "C", "C", "O", "H", "H", "H", "H", "H", "H", "H", "H", "C", "C", "C", "O", "H", "H", "H", "H", "H", "H", "H", "H", "C", "C", "C", "O", "H", "H", "H", "H", "H", "H", "H", "H", "C", "C", "C", "O", "H", "H", "H", "H", "H", "H", "H", "H", "C", "C", "C", "O", "H", "H", "H", "H", "H", "H", "H", "H", "C", "C", "C", "O", "H", "H", "H", "H", "H", "H", "H", "H", "C", "O", "H", "H", "H", "H", "C", "O", "H", "H", "H", "H", "C", "O", "H", "H", "H", "H"], "xyz": [[2.096, 1.625, -4.582], [0.938, 1.637, -3.551], [0.283, 0.278, -3.493], [1.397, 1.961, -2.153], [1.651, 1.372, -5.555], [2.816, 0.834, -4.380], [2.605, 2.573, -4.539], [0.251, 2.421, -3.774], [-0.525, 0.271, -2.709], [0.993, -0.512, -3.216], [-0.202, -0.008, -4.405], [1.864, 1.143, -1.934], [-0.199, -3.067, -4.403], [0.356, -4.460, -4.047], [1.814, -4.379, -3.645], [-0.326, -4.954, -2.888], [-0.239, -2.555, -3.424], [-1.163, -3.258, -4.861], [0.544, -2.646, -5.129], [0.287, -5.146, -4.852], [2.491, -3.990, -4.398], [2.143, -5.380, -3.378], [1.924, -3.735, -2.772], [-0.993, -5.568, -3.188], [1.789, 3.365, 1.550], [1.355, 4.208, 0.314], [2.485, 4.400, -0.668], [0.200, 3.555, -0.309], [2.766, 3.679, 1.897], [1.936, 2.340, 1.223], [1.060, 3.385, 2.381], [1.001, 5.188, 0.695], [2.171, 5.015, -1.528], [2.834, 3.455, -1.095], [3.295, 4.958, -0.165], [0.592, 2.842, -0.849], [-4.260, 3.546, -3.321], [-3.037, 3.616, -2.509], [-2.198, 2.366, -2.704], [-2.362, 4.807, -2.936], [-4.035, 3.552, -4.398], [-4.926, 4.330, -3.074], [-4.823, 2.579, -3.106], [-3.267, 3.721, -1.418], [-2.735, 1.523, -2.300], [-1.280, 2.437, -2.080], [-2.014, 2.283, -3.778], [-1.574, 4.844, -2.384], [-4.163, 1.500, 1.713], [-3.256, 2.646, 1.231], [-3.015, 3.826, 2.209], [-2.081, 2.034, 0.766], [-5.068, 1.873, 2.172], [-3.620, 0.982, 2.493], [-4.493, 0.790, 0.883], [-3.763, 3.083, 0.344], [-3.968, 4.398, 2.279], [-2.248, 4.494, 1.786], [-2.628, 3.371, 3.148], [-1.492, 2.762, 0.434], [1.959, -3.491, 3.545], [1.160, -3.860, 2.291], [0.256, -5.102, 2.405], [0.412, -2.697, 1.923], [2.912, -3.014, 3.335], [2.201, -4.385, 4.091], [1.297, -2.912, 4.171], [1.912, -4.096, 1.492], [-0.573, -4.912, 3.105], [0.817, -6.050, 2.575], [-0.343, -5.181, 1.503], [-0.134, -2.874, 1.147], [1.208, 0.367, 4.050], [2.215, 0.490, 5.205], [2.484, 2.001, 5.435], [1.735, -0.141, 6.317], [1.464, 1.013, 3.243], [0.194, 0.683, 4.340], [1.216, -0.652, 3.684], [3.134, -0.031, 4.844], [1.500, 2.403, 5.792], [2.804, 2.487, 4.544], [3.191, 2.139, 6.275], [0.801, 0.134, 6.395], [3.348, -1.833, 0.267], [3.308, -0.348, -0.164], [4.666, 0.332, -0.246], [2.695, -0.298, -1.453], [3.331, -1.894, 1.342], [4.209, -2.400, -0.088], [2.407, -2.276, -0.127], [2.725, 0.271, 0.468], [5.249, -0.097, 0.603], [4.557, 1.435, -0.208], [5.182, 0.014, -1.121], [3.299, -0.724, -2.071], [-2.718, -3.806, -0.982], [-1.407, -3.819, -0.494], [-2.671, -3.729, -2.075], [-3.168, -4.724, -0.643], [-3.245, -2.918, -0.568], [-0.803, -4.261, -1.136], [-3.705, -1.834, 3.007], [-4.351, -1.081, 4.048], [-2.764, -1.316, 2.775], [-3.439, -2.864, 3.293], [-4.192, -1.813, 2.016], [-5.274, -1.402, 4.169], [-0.848, -0.663, -0.002], [-2.235, -0.733, 0.012], [-0.357, -0.491, 0.930], [-0.482, -1.553, -0.474], [-0.548, 0.141, -0.657], [-2.573, 0.152, 0.252]], "lowdin_charge": [-0.034, -0.389, -0.079, -0.111, 0.087, 0.068, 0.072, 0.106, 0.076, 0.067, 0.074, 0.030, -0.041, -0.473, -0.056, -0.066, 0.080, 0.076, 0.097, 0.124, 0.078, 0.081, 0.075, 0.100, -0.048, -0.432, -0.067, -0.106, 0.070, 0.054, 0.083, 0.138, 0.089, 0.060, 0.088, 0.035, -0.073, -0.512, -0.057, -0.040, 0.094, 0.064, 0.109, 0.124, 0.082, 0.067, 0.094, 0.077, -0.042, -0.506, -0.032, -0.080, 0.075, 0.065, 0.107, 0.108, 0.089, 0.073, 0.089, 0.077, -0.046, -0.484, -0.052, -0.074, 0.064, 0.068, 0.074, 0.125, 0.085, 0.091, 0.049, 0.041, -0.047, -0.534, -0.050, -0.033, 0.038, 0.094, 0.052, 0.145, 0.092, 0.047, 0.081, 0.106, -0.026, -0.443, -0.036, -0.087, 0.059, 0.085, 0.082, 0.111, 0.097, 0.087, 0.066, 0.104, -0.150, -0.163, 0.075, 0.071, 0.079, 0.066, -0.166, -0.143, 0.067, 0.076, 0.074, 0.089, -0.174, -0.120, 0.071, 0.062, 0.054, 0.037]}



Need the numbers? Relative energies in hartree: (one) 0.0000; (two) 0.0271.